DFT (wB97M-V/def2-TZVPD) results for a cluster of 7 separate species, C21H45NO8 in total at a distorted geometry.

Properties
- Energy relative to the best compared isomer or geometry (same formula, charge and spin): 300.71 kcal per mole
- Molecular weight: 439.6 g mol⁻¹
- LUMO energy: -2.0 eV
- Largest force on an atom: 11.31 eV/Å

Geometry as ORCA input:
```
! RIJCOSX wB97M-V def2-TZVPD def2/J DEFGRID3
* xyz 0 1
C 3.019 0.461 3.609
C 3.571 0.558 2.180
O 4.544 0.006 1.859
N 2.845 1.421 1.255
H 2.033 0.713 0.755
H 2.361 2.139 1.963
C 3.560 2.022 0.103
H 2.034 0.366 3.577
H 3.491 1.215 4.379
H 3.328 -0.528 4.213
H 4.394 2.367 0.566
H 2.959 2.640 -0.505
H 3.748 1.202 -0.573
O 0.841 0.124 0.172
H 0.478 -0.628 -0.267
C -2.427 -0.008 2.273
C -2.083 1.309 1.572
C -2.983 2.589 1.770
O -0.718 1.679 1.719
H -1.982 -0.853 1.911
H -3.465 -0.053 2.361
H -1.866 0.102 3.390
H -2.168 1.283 0.418
H -3.839 2.420 1.535
H -2.482 3.536 1.373
H -3.234 2.909 2.745
H -0.150 1.065 1.103
C -0.770 2.888 -3.768
C -0.196 2.492 -2.438
C -0.367 3.518 -1.261
O -0.504 1.115 -1.915
H -1.866 2.773 -3.665
H -0.463 2.162 -4.503
H -0.550 4.019 -3.773
H 0.908 2.461 -2.437
H -0.108 4.597 -1.520
H 0.120 3.303 -0.368
H -1.450 3.687 -1.003
H 0.179 1.001 -1.220
C 2.548 -1.660 -4.128
C 1.716 -1.532 -2.841
C 1.399 -2.894 -2.301
O 2.567 -0.764 -2.003
H 1.822 -2.020 -4.993
H 3.390 -2.392 -4.013
H 3.223 -0.839 -4.469
H 0.710 -0.925 -3.008
H 0.501 -3.452 -3.064
H 0.986 -2.847 -1.297
H 2.125 -3.472 -2.269
H 2.033 -0.605 -1.206
C 2.213 -3.314 1.218
C 0.711 -3.085 1.525
C 0.308 -4.228 2.401
O 0.600 -1.926 2.221
H 2.673 -2.323 0.678
H 2.334 -4.202 0.694
H 2.642 -3.460 2.179
H 0.256 -2.806 0.751
H 0.926 -4.465 3.176
H 0.406 -5.061 1.795
H -0.767 -4.109 2.515
H 0.692 -1.227 1.512
C -3.239 0.709 -1.252
C -2.564 -0.472 -0.643
C -3.270 -1.255 0.369
O -2.689 -2.288 0.775
C -4.744 -0.980 0.659
C -5.268 0.384 0.149
C -4.566 1.207 -0.712
O -5.014 2.301 -1.138
H -2.671 1.196 -1.949
H -1.396 -0.562 -0.946
H -5.206 -1.664 1.455
H -6.119 0.990 0.562
*
```

These are the Mulliken partial charges, in e, on atoms 1 to 5:
1. C -1.111
2. C 0.757
3. O -0.443
4. N 0.037
5. H -0.683